DFT (the ωB97M-V functional and the def2-TZVPD basis) results for a structure of composition C13H21CoO4P in a non-equilibrium geometry.

```
40
Properties=species:S:1:pos:R:3:forces:R:3
O -0.540125 -2.932373 -2.439470 0.2459 4.7491 -0.3570
C -0.452344 -1.773776 -2.445242 -0.2667 -11.4937 1.2524
Co -0.366894 -0.036262 -2.534369 0.0686 0.3285 3.6873
O -3.033424 -0.356669 -3.632935 4.4675 0.5413 2.0274
C -1.976924 -0.211892 -3.182899 -10.1228 -0.6955 -4.7979
C 1.206537 -0.149689 -3.255588 10.2736 -0.8420 -5.6638
O 2.246547 -0.217812 -3.772161 -4.8486 0.3571 2.5541
C -0.359615 1.675098 -2.731470 0.0797 12.3837 -1.0782
O -0.324730 2.830635 -2.876916 -0.1063 -5.1745 0.4886
C -1.463722 2.418981 0.453286 0.2956 -0.9095 -0.8143
C -0.160382 1.660811 0.733056 -1.7582 1.5748 2.3253
C -0.004389 1.533506 2.259958 0.0821 -0.9390 -0.5792
P 0.084452 0.087690 -0.266692 1.9398 -0.7310 1.3560
C 1.937947 -0.234459 -0.108561 -0.0953 0.1936 -0.3205
C 2.644221 0.217076 1.171800 -0.0297 0.1890 0.2918
C 2.266518 -1.695887 -0.421004 -0.2050 -0.4277 -0.3604
C -0.967180 -1.216405 0.600988 -2.0643 0.1194 1.6239
C -0.654371 -1.540109 2.055279 0.7066 0.7585 -0.4864
C -2.443562 -0.818106 0.409255 0.3978 0.0482 -0.2322
H -2.337706 1.905960 0.877501 0.0966 0.3889 -0.0234
H -1.612030 2.585339 -0.616808 -0.1966 0.0880 0.2301
H -1.378163 3.401509 0.937866 -0.0518 -0.0414 0.0930
H 0.669197 2.280976 0.355551 0.7161 -0.4619 -0.4915
H -0.932783 1.173259 2.722448 -0.0183 0.4194 -0.1133
H 0.815563 0.888679 2.597593 -0.1304 0.3452 -0.1508
H 0.193909 2.531977 2.677790 -0.0051 0.0756 0.0139
H 2.334492 0.406219 -0.911810 0.0228 -0.1000 0.0264
H 2.378287 -0.370137 2.062774 0.0885 0.0917 -0.3662
H 3.723827 0.083751 0.995081 -0.3500 0.0747 0.0545
H 2.467257 1.279100 1.374036 0.2665 -0.1834 0.0201
H 1.889990 -2.002769 -1.411910 0.2545 -0.0759 0.3707
H 3.363147 -1.798487 -0.437986 -0.4047 -0.0553 0.0276
H 1.852830 -2.377252 0.339981 0.2483 0.1986 -0.2666
H -0.793665 -2.132481 0.019554 0.7225 0.0782 -0.5584
H -0.994189 -0.742958 2.741594 -0.0603 -0.4675 -0.1563
H -1.217258 -2.449612 2.326894 0.0034 0.0343 0.0336
H 0.413355 -1.725812 2.220234 -0.2691 -0.1696 0.0449
H -2.682386 -0.532891 -0.631241 -0.0017 -0.1208 0.3811
H -3.092919 -1.668484 0.674606 0.1340 0.2177 0.0262
H -2.699314 0.023757 1.069936 -0.1257 -0.3668 -0.1124
```
Forces are in eV/Å.

Computed properties:
Max |F|: 12.43 eV Å⁻¹
HOMO level (alpha / beta): -19.438 / -21.889 eV
Multiplicity: 5
Expectation value of S²: 6.029
Total energy: -2531.59187 a.u.
Gap between HOMO and LUMO (alpha / beta): 7.4511 / 5.0286 eV
ΔE to the lowest compared entry with this formula, charge and spin: 65.51 kJ/mol
Net charge: +3

DFT (the ωB97M-V functional and the def2-TZVPD basis) results for a structure of composition C13H21F5N2O4PSTeZr.

```
49
Properties=species:S:1:pos:R:3:forces:R:3
Zr 0.405331 0.338441 -0.748661 0.5917 -0.3458 -0.3353
C 1.245508 -1.089853 2.149309 -0.0178 -0.0355 0.0558
N 1.721193 -1.030021 0.748217 -0.1659 0.0061 0.0350
C 3.174469 -0.753486 0.777094 0.0664 0.0451 0.0351
C 1.501048 -2.365379 0.116196 0.0116 -0.0430 -0.0499
C 0.025019 -2.623619 -0.055047 -0.0197 -0.0112 0.0329
C -0.528115 -3.862007 0.232175 0.0172 -0.0033 -0.0222
C -1.890223 -4.063396 0.049881 -0.0019 -0.0014 -0.0011
C -2.694488 -3.029109 -0.408658 -0.0122 0.0145 -0.0064
C -2.136217 -1.788449 -0.684308 0.0054 0.0222 -0.0012
C -0.769511 -1.556079 -0.507666 0.3456 0.3521 -0.2245
H 1.801439 -1.858626 2.693788 0.0060 -0.0027 -0.0221
H 0.185880 -1.328451 2.179458 0.0038 0.0041 -0.0124
H 1.413806 -0.130870 2.637430 0.0035 -0.0012 -0.0094
H 3.675348 -1.484502 1.417351 -0.0325 -0.0098 0.0056
H 3.353951 0.242269 1.182328 -0.0025 -0.0016 -0.0060
H 3.585697 -0.803034 -0.224823 -0.0078 0.0046 0.0100
H 1.995869 -3.132821 0.720673 -0.0489 -0.0099 0.0234
H 2.004664 -2.349713 -0.855238 0.0127 0.0272 0.0141
H 0.096034 -4.670214 0.595496 -0.0020 -0.0035 0.0006
H -2.324958 -5.029402 0.270099 -0.0005 -0.0017 -0.0011
H -3.754545 -3.192388 -0.551752 -0.0029 -0.0013 0.0006
H -2.780323 -0.993113 -1.045152 -0.0056 -0.0057 -0.0029
F 2.248963 0.406595 -1.501126 -0.5877 -0.3032 0.5893
Te 0.847316 1.694482 -3.646540 -0.6661 0.2113 0.2989
F -0.553412 2.920590 -3.580763 0.0841 -0.1048 -0.0403
F 1.977558 3.139263 -3.673517 -0.0819 -0.0608 -0.1122
F 0.709488 2.319973 -1.566844 0.3041 0.1759 -0.2241
F 0.287117 1.551172 -5.394230 0.0998 -0.0361 0.0462
O -0.075692 0.341202 -2.782921 -0.1995 -0.1329 -0.1736
C -3.176891 1.356645 3.333322 -0.0144 0.0109 0.0953
O -2.654918 1.823982 2.070444 0.0597 -0.1225 -0.1034
P -1.185065 1.474980 1.599740 0.0502 0.3111 0.2181
O -0.451000 2.887328 1.884911 -0.1071 -0.1563 0.0490
C 0.976009 2.948559 1.795828 0.0730 0.0685 -0.0364
O -1.419585 1.544949 -0.040410 0.4297 -0.0160 -0.2286
C -2.050862 2.687948 -0.708983 -0.1411 0.0882 -0.0663
H -3.036654 2.129108 4.085526 0.0112 0.0043 -0.0144
H -2.681261 0.436201 3.642758 -0.0036 -0.0048 -0.0109
H -4.235228 1.169357 3.184456 0.0068 0.0012 -0.0051
H 1.399401 3.046259 2.793774 -0.0175 -0.0194 -0.0029
H 1.249821 3.809160 1.191096 -0.0353 -0.0269 -0.0349
H 1.415462 2.050781 1.326003 -0.0777 0.0324 0.0446
H -1.485133 3.588600 -0.489881 0.0248 -0.0232 0.0068
H -3.069888 2.769301 -0.343862 0.0133 -0.0411 0.0287
H -2.032375 2.477260 -1.771812 0.0077 -0.0129 0.0190
S 2.772096 -2.080508 -3.843623 0.0005 -0.1100 -0.0985
C 2.518104 -0.568999 -4.042317 0.0067 0.1347 0.2016
N 2.399750 0.629633 -4.209216 0.0170 0.1339 0.0357
```
Forces are in eV/Å.

Computed properties:
Max |F|: 0.89 eV Å⁻¹
HOMO level: -12.149 eV
Total energy: -2472.27350 a.u.
Gap between HOMO and LUMO: 7.1937 eV
ΔE to the lowest compared entry with this formula, charge and spin: 378.87 kJ/mol
Net charge: +1

DFT (the ωB97M-V functional and the def2-TZVPD basis) results for a structure of composition C13H21FO2OsPS2Te.

```
42
Properties=species:S:1:pos:R:3:forces:R:3
Os -0.266695 -0.312874 -0.259373 0.6781 -0.5177 0.2273
C 3.187725 -0.908736 3.366477 0.0171 0.0156 -0.0064
C 2.929823 0.576950 3.367091 -0.0204 -0.0185 -0.0540
O 2.730593 1.019136 1.993429 0.0643 -0.0141 0.0901
P 1.325594 1.554004 1.535170 -0.3852 -0.3150 -0.2881
S 1.201895 1.435727 -0.492887 0.1221 0.1065 0.0394
S -0.257607 0.441035 2.013270 -0.2241 0.1130 0.2493
O 1.305623 2.998383 2.172722 -0.0171 0.2034 -0.0672
C 0.132616 3.844689 1.985539 0.0731 -0.0351 0.0418
C 0.500064 5.237298 2.427631 -0.0039 0.0051 -0.0053
H 3.405128 -1.246753 4.380906 -0.0078 -0.0053 -0.0113
H 4.039408 -1.145946 2.728801 -0.0061 -0.0037 0.0093
H 2.310280 -1.442044 2.999652 -0.0029 -0.0124 0.0052
H 3.774952 1.149116 3.743781 0.0150 0.0032 -0.0035
H 2.048632 0.823900 3.962214 0.0023 0.0167 0.0021
H -0.679743 3.423968 2.576449 -0.0094 -0.0065 -0.0023
H -0.151762 3.813016 0.933044 0.0015 -0.0039 -0.0164
H 0.781762 5.247439 3.480245 0.0041 0.0024 -0.0087
H -0.357854 5.896704 2.292209 0.0082 0.0024 0.0079
H 1.330954 5.623095 1.837658 -0.0102 0.0022 0.0067
C -3.770085 -0.893736 -3.467093 0.0197 -0.0489 0.0124
C -2.494579 -1.353540 -2.816960 0.0087 0.2583 -0.2671
C -1.285831 -0.770430 -3.121545 -0.2033 -0.1679 -0.2272
C -0.078546 -1.151289 -2.506502 0.0408 0.0806 0.0530
C 1.219659 -0.665302 -3.105470 0.0294 -0.1370 -0.1132
C -0.128615 -2.179044 -1.513252 -0.1057 0.0810 0.0293
Te 1.457354 -2.333805 -0.115715 -0.1306 0.2167 -0.0684
C -1.372074 -2.841692 -1.249743 -0.0367 0.0823 0.0121
C -1.458577 -4.002018 -0.290724 0.0017 0.0921 -0.0491
C -2.507853 -2.410317 -1.907469 0.1186 -0.1685 0.1792
H -3.643790 0.081887 -3.933709 0.0058 -0.0006 0.0023
H -4.570823 -0.817528 -2.731279 0.0035 0.0179 -0.0014
H -4.090862 -1.599191 -4.237271 -0.0171 0.0081 0.0066
H -1.253311 0.013707 -3.870440 0.0190 0.0197 0.0360
H 1.022703 0.115415 -3.840098 0.0199 0.0257 0.0267
H 1.713328 -1.496048 -3.615084 -0.0092 0.0060 -0.0486
H 1.917748 -0.288022 -2.365058 0.0437 -0.0137 -0.0162
H -1.405983 -3.672026 0.747524 0.0296 0.0144 0.0158
H -0.635785 -4.699298 -0.443430 0.0024 -0.0191 -0.0172
H -2.399405 -4.532524 -0.434271 0.0041 -0.0020 0.0059
H -3.451901 -2.897196 -1.684200 0.0138 -0.0129 -0.0072
F -2.074162 0.363892 -0.542242 -0.1566 0.1299 0.2206
```
Forces are in eV/Å.

Computed properties:
Max |F|: 0.88 eV Å⁻¹
HOMO level (alpha / beta): -7.269 / -7.138 eV
Multiplicity: 2
Expectation value of S²: 0.759
Total energy: -2254.80127 a.u.
Gap between HOMO and LUMO (alpha / beta): 6.7533 / 6.4936 eV
ΔE to the lowest compared entry with this formula, charge and spin: 0.00 kJ/mol